(1)
{
  "formula": "C21H32FO4S",
  "method": "ωB97M-V/def2-TZVPD",
  "spin_multiplicity": 1,
  "charge": 1,
  "lumo_energy_ev": -2.85,
  "homo_energy_ev": -12.0,
  "symbols": ["S", "F", "O", "O", "O", "O", "C", "C", "C", "C", "C", "C", "C", "C", "C", "C", "C", "C", "C", "C", "C", "C", "C", "C", "C", "C", "C", "H", "H", "H", "H", "H", "H", "H", "H", "H", "H", "H", "H", "H", "H", "H", "H", "H", "H", "H", "H", "H", "H", "H", "H", "H", "H", "H", "H", "H", "H", "H", "H"],
  "coordinates": [[1.823, -2.810, 0.735], [4.226, -2.772, 1.528], [-6.854, 2.114, -3.392], [-4.960, 1.658, 0.070], [-0.061, -0.680, 4.198], [3.715, -3.485, -1.731], [-7.420, 2.517, -4.637], [3.147, -1.929, 1.666], [-1.557, 2.159, 0.140], [-0.425, 2.783, 0.651], [0.580, 0.627, 0.970], [0.221, -2.277, 1.388], [-5.726, 0.857, -0.839], [5.708, 1.124, -2.228], [-0.557, -0.004, 0.482], [-1.412, -0.266, 4.422], [1.954, -2.104, -0.914], [3.869, -0.301, -2.826], [-1.627, 0.779, 0.054], [4.193, -1.139, -1.766], [-0.682, -1.511, 0.414], [4.637, 0.830, -3.058], [0.653, 2.018, 1.062], [6.037, 0.281, -1.177], [5.278, -0.857, -0.942], [3.367, -2.357, -1.495], [2.809, -1.707, 3.125], [-6.460, 2.888, -2.979], [1.426, 0.031, 1.289], [2.581, -0.658, 3.300], [3.699, -1.945, 3.707], [1.541, 2.484, 1.465], [3.385, -1.004, 1.138], [1.709, -1.044, -0.869], [-8.203, 3.265, -4.496], [6.300, 2.011, -2.402], [-6.759, 1.196, -0.894], [-0.266, -3.205, 1.685], [-5.274, 0.952, -1.820], [4.382, 1.484, -3.880], [3.031, -0.532, -3.472], [-5.366, 1.581, 0.937], [-1.697, -1.773, 0.717], [-1.876, -0.849, 5.219], [1.231, -2.647, -1.521], [-5.709, -0.196, -0.539], [-1.958, -0.434, 3.496], [0.434, -0.532, 5.009], [-6.659, 2.913, -5.313], [-1.463, 0.795, 4.670], [1.997, -2.326, 3.496], [6.884, 0.495, -0.542], [-2.400, 2.768, -0.156], [-2.527, 0.318, -0.335], [-0.375, 3.860, 0.735], [-0.589, -1.853, -0.617], [0.368, -1.692, 2.297], [5.538, -1.530, -0.136], [-7.861, 1.632, -5.088]]
}

=====

(2)
{
  "formula": "C4H14N2O2",
  "method": "ωB97M-V/def2-TZVPD",
  "spin_multiplicity": 1,
  "smiles": "NCC[C@@H](N)CO.O",
  "lumo_energy_ev": 0.65,
  "de_lowest_kj_mol": 187.29,
  "homo_energy_ev": -8.9,
  "symbols": ["O", "O", "N", "N", "C", "C", "C", "C", "H", "H", "H", "H", "H", "H", "H", "H", "H", "H", "H", "H", "H", "H"],
  "coordinates": [[-2.083, -0.149, -0.214], [0.147, 1.190, 2.596], [0.621, -2.495, -0.269], [1.544, 2.206, -0.542], [0.068, -1.288, -0.824], [-1.501, -1.373, -0.692], [0.331, 1.340, -0.550], [0.730, -0.089, -0.123], [1.816, -0.062, -0.432], [0.631, -0.145, 0.968], [0.189, -1.211, -1.899], [-1.737, -2.115, 0.100], [-0.393, 1.611, 3.257], [-0.143, 1.471, -1.549], [-1.958, -1.555, -1.658], [2.132, 2.536, -1.290], [1.564, -2.605, -0.618], [0.570, -2.616, 0.738], [-0.370, 1.863, 0.106], [1.282, 3.047, -0.050], [-1.536, 0.302, 0.434], [0.657, 1.695, 1.962]]
}

=====

(3)
{
  "formula": "C11H15AgN6O5Si",
  "method": "ωB97M-V/def2-TZVPD",
  "spin_multiplicity": 1,
  "charge": -2,
  "lumo_energy_ev": 4.87,
  "de_lowest_kj_mol": 5.48,
  "homo_energy_ev": -0.8,
  "symbols": ["Ag", "Si", "O", "O", "O", "O", "O", "N", "N", "N", "N", "N", "N", "C", "C", "C", "C", "C", "C", "C", "C", "C", "C", "C", "H", "H", "H", "H", "H", "H", "H", "H", "H", "H", "H", "H", "H", "H", "H"],
  "coordinates": [[-0.038, 0.229, -0.644], [-1.788, -0.516, -2.138], [-0.072, 2.828, -0.184], [5.126, 2.329, 2.667], [1.232, 4.532, 0.506], [1.920, -1.645, -0.469], [4.005, -1.914, 0.334], [-3.305, -1.226, 3.226], [2.057, 1.082, 0.182], [-1.741, -2.422, 1.893], [-2.090, -1.332, 2.539], [-1.244, -0.338, 2.469], [-0.257, -0.778, 1.730], [-1.991, -2.408, -2.333], [4.067, 0.599, 1.368], [2.105, 2.337, 0.642], [3.127, 2.792, 1.468], [-0.575, -2.038, 1.385], [0.965, 3.330, 0.281], [-3.579, 0.008, -1.701], [3.015, 0.223, 0.545], [2.965, -1.264, 0.087], [-1.659, 0.048, -3.957], [4.111, 1.899, 1.833], [-3.676, 1.096, -1.692], [-3.863, -0.350, -0.706], [-3.214, -0.352, 3.736], [-1.075, -2.861, -2.718], [0.058, -2.614, 0.729], [4.813, -0.148, 1.612], [5.701, 1.572, 2.818], [-1.625, 1.137, -4.027], [3.114, 3.822, 1.791], [-2.206, -2.888, -1.374], [-2.815, -2.640, -3.023], [-0.745, -0.336, -4.415], [-4.294, -0.402, -2.429], [-4.011, -1.074, 2.509], [-2.518, -0.315, -4.540]]
}

=====

(4)
{
  "formula": "H3O4PS",
  "method": "ωB97M-V/def2-TZVPD",
  "spin_multiplicity": 1,
  "lumo_energy_ev": [-3.66, -3.66],
  "de_lowest_kj_mol": 240.40,
  "homo_energy_ev": [-10.8, -10.8],
  "symbols": ["S", "P", "O", "O", "O", "O", "H", "H", "H"],
  "coordinates": [[-0.997, -1.825, 0.216], [-1.690, 0.127, -0.097], [-0.947, 0.971, 1.070], [-3.139, 0.241, 0.011], [1.248, -0.838, -0.416], [-1.048, 0.680, -1.390], [-0.108, 0.786, -1.632], [1.743, -1.591, -0.360], [-1.079, 0.758, 1.988]]
}

=====

(5)
{
  "formula": "C2H8N3P2",
  "method": "ωB97M-V/def2-TZVPD",
  "spin_multiplicity": 1,
  "smiles": "C[NH2+]P1C=NPN1",
  "charge": 1,
  "lumo_energy_ev": -4.62,
  "de_lowest_kj_mol": 0.00,
  "homo_energy_ev": -13.7,
  "symbols": ["P", "P", "N", "N", "N", "C", "C", "H", "H", "H", "H", "H", "H", "H", "H"],
  "coordinates": [[0.840, -0.392, 1.426], [-0.989, 1.706, 2.675], [-0.606, -0.013, 2.171], [0.388, 2.259, 1.957], [0.366, -0.026, -0.591], [0.038, -1.315, -1.175], [1.278, 1.380, 1.458], [1.973, 1.780, 0.882], [0.966, 0.528, -1.148], [-0.333, -1.288, -2.162], [-1.836, 2.021, 1.521], [-1.239, -0.654, 2.599], [0.828, -2.018, -1.366], [-0.542, 0.434, -0.697], [-0.737, -1.688, -0.435]]
}

=====

(6)
{
  "formula": "C23H34N2O6S",
  "method": "ωB97M-V/def2-TZVPD",
  "spin_multiplicity": 1,
  "smiles": "C[C@@H]1CN(S(=O)(=O)c2cccc(C(=O)O[C@H](C)C(=O)N[C@H]3CCCC[C@@H]3C)c2)C[C@H](C)O1",
  "lumo_energy_ev": -0.07,
  "de_lowest_kj_mol": 0.00,
  "homo_energy_ev": -9.6,
  "symbols": ["S", "O", "O", "O", "O", "O", "O", "N", "N", "C", "C", "C", "C", "C", "C", "C", "C", "C", "C", "C", "C", "C", "C", "C", "C", "C", "C", "C", "C", "C", "C", "C", "H", "H", "H", "H", "H", "H", "H", "H", "H", "H", "H", "H", "H", "H", "H", "H", "H", "H", "H", "H", "H", "H", "H", "H", "H", "H", "H", "H", "H", "H", "H", "H", "H", "H"],
  "coordinates": [[-1.040, -0.455, -3.343], [2.094, -3.517, 1.155], [-1.235, -0.734, -4.733], [0.305, 3.729, -2.774], [-0.123, -3.656, 0.816], [-2.171, -0.506, -2.461], [-1.875, -2.946, 3.617], [-0.246, 1.028, -3.232], [0.020, -1.896, 2.965], [-0.926, 1.768, 2.783], [1.121, -3.374, 0.449], [1.188, -2.808, -0.925], [1.424, -1.633, -3.432], [0.234, 2.313, 3.610], [-0.712, 2.037, -4.163], [0.243, 3.234, -4.097], [-0.313, -0.569, 3.445], [0.524, 1.385, 4.785], [2.371, -2.928, -1.650], [-0.214, 4.369, -5.000], [-0.835, -2.934, 3.002], [0.740, 2.755, -1.850], [-0.195, 1.538, -1.879], [-1.405, -5.228, 2.103], [0.841, -0.019, 4.281], [0.118, -2.093, -1.459], [-0.631, 0.361, 2.259], [-0.354, -4.134, 2.152], [0.779, 3.402, -0.473], [0.261, -1.504, -2.696], [-1.812, -0.168, 1.450], [2.482, -2.359, -2.908], [1.249, 2.888, -4.395], [3.193, -3.473, -1.212], [-1.208, -0.685, 4.063], [0.897, -1.987, 2.474], [3.396, -2.471, -3.471], [-0.347, 1.346, 5.441], [-1.128, 2.431, 1.941], [1.745, 0.010, 3.666], [1.125, 2.397, 2.983], [-0.010, 3.312, 3.975], [1.447, 4.258, -0.491], [1.126, 2.688, 0.267], [-1.198, 1.831, -1.536], [0.185, 0.746, -1.232], [-1.629, -1.183, 1.108], [0.256, 0.402, 1.612], [-0.811, -1.977, -0.924], [0.596, -4.505, 2.559], [1.366, 1.766, 5.366], [-1.728, 2.369, -3.905], [-2.308, -4.842, 1.640], [1.028, -0.689, 5.123], [0.476, 5.204, -4.914], [-0.215, 3.747, -0.204], [-1.824, 1.732, 3.403], [-0.250, 4.035, -6.032], [-1.995, 0.454, 0.578], [1.478, -1.163, -4.401], [-0.723, 1.586, -5.155], [-1.042, -6.080, 1.533], [-1.640, -5.538, 3.117], [1.749, 2.411, -2.140], [-2.710, -0.181, 2.063], [-1.201, 4.705, -4.695]]
}

=====

(7)
{
  "formula": "C50H64N14",
  "method": "ωB97M-V/def2-TZVPD",
  "spin_multiplicity": 1,
  "lumo_energy_ev": 0.53,
  "homo_energy_ev": -8.1,
  "symbols": ["N", "N", "N", "N", "N", "N", "N", "N", "N", "N", "N", "N", "N", "N", "C", "C", "C", "C", "C", "C", "C", "C", "C", "C", "C", "C", "C", "C", "C", "C", "C", "C", "C", "C", "C", "C", "C", "C", "C", "C", "C", "C", "C", "C", "C", "C", "C", "C", "C", "C", "C", "C", "C", "C", "C", "C", "C", "C", "C", "C", "C", "C", "C", "C", "H", "H", "H", "H", "H", "H", "H", "H", "H", "H", "H", "H", "H", "H", "H", "H", "H", "H", "H", "H", "H", "H", "H", "H", "H", "H", "H", "H", "H", "H", "H", "H", "H", "H", "H", "H", "H", "H", "H", "H", "H", "H", "H", "H", "H", "H", "H", "H", "H", "H", "H", "H", "H", "H", "H", "H", "H", "H", "H", "H", "H", "H", "H", "H"],
  "coordinates": [[-0.682, 0.926, -5.951], [1.145, -0.497, 0.793], [-0.960, -6.147, 0.520], [3.512, -2.904, 3.458], [2.173, 4.874, -0.819], [-6.712, 3.681, 0.246], [4.877, -0.515, 1.012], [0.061, -1.788, -2.758], [1.121, 3.449, 1.882], [-5.400, -3.154, -0.281], [-1.185, -2.482, 3.224], [5.695, -0.055, -5.178], [1.959, -0.491, 4.499], [-3.004, 0.002, 3.787], [2.550, 3.723, -1.458], [-3.924, 0.819, 3.203], [0.540, -3.934, -2.987], [-5.062, -3.699, -1.502], [-4.158, -2.853, -2.103], [-5.379, 3.033, -1.384], [1.880, 4.381, 2.539], [-0.065, 5.288, 1.961], [-3.376, -0.286, 5.064], [5.309, -1.369, -5.343], [-1.177, 1.190, -3.824], [4.500, -3.827, 3.610], [4.291, -0.003, 2.134], [-1.564, -3.514, 3.536], [4.394, -1.625, -4.372], [0.252, 1.187, -3.964], [-0.072, 4.020, 1.463], [-6.524, 3.733, -1.104], [5.067, 0.488, 0.115], [-3.831, -1.856, -1.143], [-1.714, 1.120, -5.073], [4.149, -0.421, -3.662], [-4.626, -2.049, -0.042], [1.922, 5.262, -2.987], [1.546, 0.446, -0.126], [4.978, 0.534, -4.180], [-1.024, -2.363, -3.355], [0.092, 1.285, 4.183], [1.014, -2.732, -2.535], [0.444, 1.161, -0.516], [-4.872, 1.111, 4.146], [2.859, -4.704, 2.340], [1.850, 5.830, -1.743], [-0.215, -0.411, 0.957], [-1.081, -5.029, 0.301], [0.516, 0.959, -5.280], [4.673, 1.665, 0.674], [-2.030, -4.851, 3.862], [4.186, 1.346, 1.978], [2.547, -3.394, 2.622], [4.112, -4.973, 2.936], [2.381, 3.921, -2.808], [-4.490, 0.440, 5.343], [-0.682, 0.576, 0.136], [-5.748, 2.897, 0.829], [1.113, 0.269, 4.380], [1.169, 5.531, 2.601], [-0.778, -3.689, -3.491], [-4.895, 2.491, -0.156], [-1.253, -3.603, -0.003], [-0.869, 6.002, 1.872], [0.474, 1.930, -1.269], [3.447, -0.313, -2.850], [-0.698, 0.760, -6.939], [-7.286, 4.136, -1.745], [-2.905, -1.081, 5.616], [-2.056, -4.965, 4.951], [-1.696, -3.543, -0.995], [-3.709, -3.001, -3.068], [0.577, 2.256, 4.119], [5.218, 1.532, -3.852], [-5.807, 2.575, 1.853], [-6.018, -3.599, 0.370], [4.735, -5.852, 2.911], [-1.689, 0.963, 0.186], [-1.412, -4.423, -3.960], [1.775, -2.741, 2.252], [0.191, -0.791, -2.716], [1.431, 0.725, -5.800], [-5.687, 1.813, 4.083], [1.932, 5.732, -3.958], [1.544, 6.797, -1.385], [-0.632, 1.184, 4.990], [-0.744, 3.514, 0.795], [4.678, 2.629, 0.200], [-5.565, -4.597, -1.819], [-4.041, 1.839, -0.077], [-2.262, -0.456, 3.283], [2.847, 4.085, 2.906], [1.884, -2.496, -1.940], [-3.021, -1.148, -1.233], [5.269, -1.428, 0.876], [2.522, 4.985, 0.122], [-3.749, 1.213, 2.216], [-4.937, 2.900, -2.357], [-4.994, 0.424, 6.294], [3.501, -2.005, 3.905], [1.469, 6.447, 3.080], [1.019, -4.895, -2.920], [-3.021, -5.013, 3.458], [5.712, -1.858, -6.212], [-0.662, -1.007, 1.737], [-2.745, 1.170, -5.377], [-1.719, 1.355, -2.906], [3.687, 1.987, 2.686], [2.544, 3.163, -3.557], [1.820, -1.054, 1.288], [-1.968, -3.246, 0.736], [-7.562, 3.961, 0.699], [3.771, -2.498, -4.254], [6.256, 0.450, -5.839], [2.882, 2.805, -1.010], [-0.437, 1.117, 3.245], [1.434, 2.538, 1.579], [-1.278, -5.575, 3.547], [0.957, 1.308, -3.163], [-0.307, -3.079, 0.052], [5.291, -3.695, 4.328], [5.588, 0.343, -0.818], [2.295, -5.337, 1.677], [2.573, 0.585, -0.415], [-1.866, -1.724, -3.562], [4.194, -0.676, 2.972], [-4.571, -1.542, 0.906]]
}

=====

(8)
{
  "formula": "C10H8NO9P2V",
  "method": "ωB97M-V/def2-TZVPD",
  "spin_multiplicity": 2,
  "charge": 1,
  "lumo_energy_ev": [-5.80, -5.45],
  "de_lowest_kj_mol": 124.00,
  "homo_energy_ev": [-13.2, -13.2],
  "symbols": ["V", "P", "P", "O", "O", "O", "O", "O", "O", "O", "O", "O", "N", "C", "C", "C", "C", "C", "C", "C", "C", "C", "C", "H", "H", "H", "H", "H", "H", "H", "H"],
  "coordinates": [[-1.592, -0.057, -0.057], [-2.738, -0.559, 2.232], [-2.878, 1.975, 0.961], [-2.007, -1.317, -1.018], [-2.145, 2.279, 2.306], [-1.293, -0.546, 1.626], [-1.651, 1.596, -0.012], [-1.475, -3.322, -1.957], [-3.816, 2.907, 0.391], [-3.293, -1.957, 1.788], [-2.929, -0.097, 3.596], [-3.489, 0.443, 1.132], [0.184, -0.478, -0.785], [2.559, -0.316, -1.240], [1.371, 0.202, -0.635], [1.308, -2.208, -2.042], [2.638, 2.073, 0.198], [3.765, 0.411, -1.117], [-1.189, -2.256, -1.545], [2.500, -1.532, -1.937], [1.451, 1.400, 0.104], [3.804, 1.582, -0.419], [0.190, -1.639, -1.464], [-4.065, -2.267, 2.293], [2.682, 3.002, 0.750], [4.730, 2.133, -0.327], [0.576, 1.786, 0.598], [4.657, 0.018, -1.588], [3.399, -1.933, -2.388], [1.213, -3.152, -2.560], [-2.466, 1.829, 3.120]]
}